<i>
Below is a molecular structure, F2KNO4S2, with properties calculated with ωB97M-V with the def2-TZVPD basis set.

Output
Total charge   0
Gap between HOMO and LUMO   7.418 eV

Geometry (Å):
K: 3.72228 -2.46809 -0.15527
N: -0.95949 -0.41239 -0.08163
S: -1.17621 0.82725 0.93588
O: -2.18540 1.69560 0.48871
O: -0.00054 1.36733 1.52434
F: -1.85943 0.00859 2.09515
S: 0.36016 -0.19289 -0.89417
O: 1.47265 -0.95114 -0.36781
O: 0.61907 1.12810 -1.35245
F: 0.00691 -1.00235 -2.19273

Mulliken population analysis, charges in e, atoms 1 to 4: 0.988 -0.413 1.145 -0.562



<ii>
Below is a molecular structure, F2KNO4S2, with properties calculated with ωB97M-V with the def2-TZVPD basis set.

Output
Total charge   0
Gap between HOMO and LUMO   8.283 eV

Geometry (Å):
K: -3.89532 16.15290 8.89033
N: -6.27555 17.68940 8.10333
S: -6.68972 17.64388 6.60145
O: -5.74990 18.22597 5.65964
O: -8.09215 17.60047 6.31003
F: -6.33261 16.08264 6.40438
S: -6.62228 19.26219 8.37013
O: -7.97660 19.73819 8.31776
O: -5.60512 20.16577 7.86069
F: -6.33982 19.18451 9.93971

Mulliken population analysis, charges in e, atoms 1 to 4: 0.951 -0.252 1.070 -0.553



So which one is most stable? That would be <i>, about 70.2 kJ/mol below the next structure.



<i>
Below is 2 unconnected molecules or ions with the total composition C2H9N2O, with properties calculated with ωB97M-V with the def2-TZVPD basis set.

Output
Total charge   +1
Gap between HOMO and LUMO   11.830 eV

Geometry (Å):
C: 0.70989 1.66018 1.49545
N: 1.45227 0.69020 0.61447
H: 1.39204 1.96242 2.27638
H: 0.36444 2.42879 0.81216
H: -0.15567 1.18206 1.94262
H: 0.79987 0.17569 -0.06745
H: 1.95939 -0.01151 1.14770
H: 2.21334 1.16150 0.12286
C: -1.31216 -0.94912 -1.16683
N: -1.65513 -2.13281 -1.64558
O: -0.13720 -0.69396 -0.86139
H: -2.14505 -0.27374 -0.94757
H: -2.56725 -2.38546 -1.94588
H: -0.91880 -2.81423 -1.77693

Mulliken population analysis, charges in e, atoms 1 to 4: -0.770 -0.310 0.355 0.330



<ii>
Below is 2 unconnected molecules or ions with the total composition C2H9N2O, with properties calculated with ωB97M-V with the def2-TZVPD basis set.

Output
Total charge   +1
Gap between HOMO and LUMO   9.813 eV

Geometry (Å):
C: 0.46075 -0.12224 0.77074
C: -0.61121 0.61744 1.12326
N: -0.76087 1.96560 0.98241
N: 0.16466 -1.45714 0.20262
H: 1.45943 0.22508 0.56817
H: -1.44165 0.13747 1.64168
H: -1.20093 2.37510 1.79979
H: 0.03348 2.51743 0.68315
H: 0.63618 -2.24726 0.65006
H: 0.35307 -1.50049 -0.82536
H: -0.83428 -1.65688 0.31255
H: 1.26221 0.10541 -2.52605
H: -0.02507 -0.51996 -3.09259
O: 0.50422 -0.43956 -2.29042

Mulliken population analysis, charges in e, atoms 1 to 4: -0.409 -0.123 -0.421 -0.281



<iii>
Below is 2 unconnected molecules or ions with the total composition C2H9N2O, with properties calculated with ωB97M-V with the def2-TZVPD basis set.

Output
Total charge   +1
Gap between HOMO and LUMO   9.577 eV

Geometry (Å):
C: 1.12782 0.38037 0.00565
C: 0.27320 0.38800 -1.02991
N: -1.16599 0.32075 -0.82659
N: 2.45616 0.63890 -0.02646
H: 0.82691 0.04534 1.00000
H: 0.56492 0.40633 -2.06218
H: -1.54124 -0.53917 -1.22128
H: -1.47812 0.39989 0.14888
H: -1.57581 1.08938 -1.37130
H: 3.00622 0.95289 -0.81467
H: 2.91907 0.57309 0.88313
H: -2.21763 -1.25735 2.30574
H: -1.46291 -2.16459 1.54587
O: -1.73261 -1.23383 1.46311

Mulliken population analysis, charges in e, atoms 1 to 4: 0.035 -0.499 -0.265 -0.400



So which one is most stable? That would be <i>, about 119.3 kJ/mol below the next structure.



<i>
Below is 2 unconnected molecules or ions with the total composition C2H9N2O, with properties calculated with ωB97M-V with the def2-TZVPD basis set.

Output
Total charge   +1
Gap between HOMO and LUMO   6.646 eV

Geometry (Å):
C: -1.22365 0.10144 1.25479
C: -0.39693 0.37206 0.12658
N: 1.06572 0.04528 0.35856
N: -1.70474 -1.18789 1.38443
H: -1.40002 0.65485 2.18170
H: -0.65169 -0.33867 -0.65156
H: 1.19411 -0.83280 0.85359
H: 1.52950 0.75836 0.92338
H: -0.26405 1.39260 -0.21907
H: -2.70993 -1.10029 1.57238
H: -1.26133 -1.59036 2.21805
H: 2.32386 0.35710 -3.94584
H: 1.88694 1.06505 -2.76433
O: 1.61220 0.30327 -3.29265

Mulliken population analysis, charges in e, atoms 1 to 4: 0.102 -0.400 -0.444 -0.543



<ii>
Below is 2 unconnected molecules or ions with the total composition C2H9N2O, with properties calculated with ωB97M-V with the def2-TZVPD basis set.

Output
Total charge   +1
Gap between HOMO and LUMO   9.455 eV

Geometry (Å):
C: 1.07779 -0.36126 -0.60190
C: 0.88332 0.97074 -0.31349
N: -0.50769 1.27133 0.12140
N: 2.18826 -1.07191 -0.32843
H: 0.29658 -0.81914 -1.21674
H: 1.69193 1.63450 -0.05044
H: -0.62249 1.27363 1.13682
H: -1.06089 0.44902 -0.13611
H: -0.81436 2.11966 -0.35029
H: 2.85570 -0.59699 0.26469
H: 2.05850 -2.05856 -0.17125
H: -2.51721 -1.54932 0.99796
H: -2.99933 -0.64234 -0.10057
O: -2.53012 -0.61936 0.74837

Mulliken population analysis, charges in e, atoms 1 to 4: -0.046 -0.516 -0.196 -0.436



So which one is most stable? That would be <ii>, about 253.4 kJ/mol below the next structure.



<i>
Below is C3H2N2O3S in the gas phase, with properties calculated with ωB97M-V with the def2-TZVPD basis set.

Output
Total charge   0
Gap between HOMO and LUMO   8.642 eV
SMILES   O=C(O)c1ns[nH]c1=O

Geometry (Å):
O: -2.10240 -1.95711 -0.07396
C: -1.55776 -0.83304 -0.09287
O: -2.11677 0.36533 0.23288
C: -0.13456 -0.56261 -0.19210
N: 0.71922 -1.54927 0.12386
S: 2.32374 -1.07335 -0.01713
N: 1.84310 0.58312 0.09366
C: 0.47820 0.75804 0.00404
O: -0.20758 1.69304 -0.16870
H: -1.55687 1.14877 0.02454
H: 2.31167 1.42708 0.06580

Mulliken population analysis, charges in e, atoms 1 to 4: -0.555 0.379 -0.537 0.470



<ii>
Below is 2 unconnected molecules or ions with the total composition C3H2N2O3S, with properties calculated with ωB97M-V with the def2-TZVPD basis set.

Output
Total charge   0
Gap between HOMO and LUMO (spin up / spin down)   7.650 / 7.109 eV

Geometry (Å):
C: -1.48446 -0.37323 0.03254
C: -1.45536 0.96915 -0.04460
C: -0.23692 -0.97375 -0.53222
N: 0.59459 0.09120 -0.96344
N: 2.11172 0.05455 0.50871
O: 0.11600 -2.12255 -0.67266
O: 2.66968 -0.96628 0.53685
O: 2.11500 1.07243 1.12412
S: 0.04489 1.59876 -0.64861
H: -2.18799 -1.06493 0.38540
H: -2.28714 1.71465 0.27390

Mulliken population analysis, charges in e, atoms 1 to 4: -0.725 -0.114 0.883 -0.363



So which one is most stable? That would be <i>, about 389.7 kJ/mol below the next structure.